No. 1
ORCA calculation (the ωB97M-V functional and the def2-TZVPD basis) on a single C21H21N3O2S2 molecule.

Each line ends with the Mulliken charge.
CARTESIAN COORDINATES (ANGSTROEM)
C (0.43, 2.28, 2.74)  -1.621
C (-0.14, 1.32, 1.70)  0.983
O (-1.22, 1.85, 0.96)  -0.277
C (-0.87, 2.84, 0.01)  -0.577
C (-2.07, 3.11, -0.88)  -0.653
H (-1.91, 4.02, -1.45)  0.474
C (-2.35, 1.97, -1.87)  -1.261
N (-2.48, 0.70, -1.19)  0.085
C (-1.47, -0.20, -1.12)  0.418
N (-1.48, -1.28, -0.42)  -0.203
C (-2.57, -1.55, 0.36)  -0.016
C (-2.58, -2.69, 1.17)  -0.517
C (-3.68, -2.97, 1.94)  -0.374
C (-4.79, -2.13, 1.93)  -0.607
C (-4.80, -1.00, 1.14)  -0.709
C (-3.69, -0.70, 0.35)  0.376
C (-3.67, 0.50, -0.47)  0.589
O (-4.58, 1.30, -0.57)  -0.690
H (-5.64, -0.33, 1.12)  0.478
H (-5.65, -2.37, 2.54)  0.401
H (-3.68, -3.85, 2.57)  0.401
H (-1.71, -3.33, 1.17)  0.465
S (-0.06, 0.08, -2.14)  -0.348
C (0.97, -1.34, -1.67)  -0.591
C (2.20, -0.92, -0.97)  0.279
N (2.32, 0.13, -0.25)  -0.237
C (3.56, 0.25, 0.30)  -0.447
C (3.99, 1.28, 1.13)  -0.271
C (5.29, 1.26, 1.60)  -0.663
C (6.16, 0.23, 1.26)  -0.401
C (5.75, -0.81, 0.43)  -0.570
C (4.46, -0.79, -0.04)  0.721
S (3.65, -1.93, -1.08)  -0.268
H (6.43, -1.61, 0.17)  0.385
H (7.17, 0.23, 1.64)  0.374
H (5.64, 2.05, 2.24)  0.392
H (3.31, 2.08, 1.38)  0.476
H (0.32, -1.93, -1.00)  0.398
H (1.21, -1.91, -2.56)  0.594
H (-3.29, 2.17, -2.39)  0.358
H (-1.54, 1.89, -2.61)  0.577
H (-2.95, 3.23, -0.25)  0.375
H (-0.59, 3.77, 0.53)  0.492
H (0.00, 2.51, -0.58)  0.271
H (0.65, 0.98, 1.02)  -0.507
H (-0.57, 0.44, 2.20)  0.279
H (1.16, 1.75, 3.35)  0.481
H (-0.37, 2.65, 3.38)  0.356
H (0.91, 3.12, 2.26)  0.334

Results
total charge: 0
SMILES: CCOCCCn1c(SCc2nc3ccccc3s2)nc2ccccc2c1=O

No. 2
ORCA calculation (the ωB97M-V functional and the def2-TZVPD basis) on a single C21H21N3O3 molecule.

Each line ends with the Mulliken charge.
CARTESIAN COORDINATES (ANGSTROEM)
C (2.64, -4.37, -2.77)  -0.424
C (3.33, -4.24, -1.58)  -0.568
C (2.68, -3.77, -0.44)  -0.562
C (1.34, -3.44, -0.49)  0.895
C (0.65, -3.58, -1.69)  -0.112
C (1.30, -4.04, -2.82)  -0.649
H (0.75, -4.13, -3.75)  0.385
H (-0.40, -3.32, -1.74)  0.345
C (0.62, -2.93, 0.74)  -1.316
N (-0.01, -1.66, 0.48)  1.026
C (-1.29, -1.42, 0.17)  -1.125
C (-1.42, -0.07, -0.05)  1.104
C (-0.11, 0.44, 0.14)  0.076
N (0.72, -0.55, 0.45)  -1.050
C (0.42, 1.79, -0.02)  0.725
C (-0.34, 2.93, 0.22)  -0.329
C (0.18, 4.21, 0.05)  -1.456
C (1.49, 4.31, -0.36)  0.979
C (2.26, 3.17, -0.59)  0.912
C (1.76, 1.91, -0.43)  -1.379
H (2.35, 1.03, -0.60)  0.557
O (3.52, 3.55, -0.98)  -0.504
C (3.52, 4.96, -0.98)  -0.258
O (2.24, 5.43, -0.60)  -0.496
H (4.27, 5.34, -0.28)  0.246
H (3.75, 5.33, -1.99)  0.245
H (-0.41, 5.09, 0.24)  0.452
H (-1.36, 2.85, 0.57)  0.738
C (-2.68, 0.65, -0.45)  -1.753
N (-3.63, 0.98, 0.61)  0.114
C (-4.10, -0.13, 1.43)  -0.540
H (-4.11, -1.05, 0.85)  0.229
H (-5.11, 0.11, 1.75)  0.348
C (-3.16, -0.19, 2.65)  -0.393
H (-3.71, -0.37, 3.57)  0.359
H (-2.40, -0.96, 2.54)  0.107
C (-2.51, 1.21, 2.63)  -0.319
H (-2.73, 1.79, 3.53)  0.503
H (-1.43, 1.15, 2.49)  0.082
O (-3.11, 1.91, 1.54)  -0.455
H (-3.25, 0.03, -1.15)  0.430
H (-2.43, 1.59, -0.94)  0.473
H (-2.02, -2.21, 0.13)  0.573
H (1.34, -2.79, 1.55)  0.422
H (-0.15, -3.64, 1.05)  0.281
H (3.23, -3.66, 0.48)  0.326
H (4.38, -4.49, -1.53)  0.374
H (3.14, -4.73, -3.65)  0.380

Results
total charge: 0
SMILES: c1ccc(Cn2cc(CN3CCCO3)c(-c3ccc4c(c3)OCO4)n2)cc1

No. 3
ORCA calculation (the ωB97M-V functional and the def2-TZVPD basis) on a single C21H21N3O5S2 molecule.

Each line ends with the Mulliken charge.
CARTESIAN COORDINATES (ANGSTROEM)
O (-0.17, -0.77, -5.69)  -0.657
C (0.73, -1.25, -5.04)  0.622
N (0.84, -1.07, -3.70)  -0.068
C (-0.09, -0.37, -2.98)  0.499
N (-0.02, -0.19, -1.71)  -0.509
C (-1.08, 0.55, -1.25)  -0.099
C (-1.95, 0.94, -2.23)  -0.686
S (-1.46, 0.36, -3.78)  -0.097
H (-2.85, 1.51, -2.13)  0.377
C (-1.16, 0.85, 0.18)  1.213
C (-2.15, 1.68, 0.70)  -0.884
C (-2.20, 1.94, 2.06)  -0.270
C (-1.25, 1.37, 2.89)  -0.213
C (-0.26, 0.54, 2.40)  -0.752
C (-0.22, 0.28, 1.04)  -0.511
H (0.54, -0.36, 0.62)  0.503
H (0.45, 0.11, 3.08)  0.439
S (-1.27, 1.72, 4.64)  1.391
O (-2.39, 2.57, 4.95)  -0.708
O (-1.11, 0.50, 5.38)  -0.739
N (0.19, 2.57, 4.78)  0.061
C (0.72, 2.60, 6.13)  -0.555
H (0.07, 3.19, 6.79)  0.322
C (2.11, 3.23, 6.08)  -0.612
H (2.77, 2.60, 5.47)  0.335
O (2.05, 4.53, 5.54)  -0.378
C (1.51, 4.52, 4.24)  -0.731
H (2.16, 3.93, 3.57)  0.346
C (0.10, 3.90, 4.22)  -0.430
H (-0.59, 4.53, 4.81)  0.297
H (-0.27, 3.82, 3.20)  0.394
H (1.48, 5.56, 3.91)  0.352
H (2.52, 3.34, 7.08)  0.354
H (0.76, 1.57, 6.49)  0.423
H (-2.95, 2.58, 2.49)  0.518
H (-2.89, 2.12, 0.05)  0.276
H (1.61, -1.49, -3.19)  0.269
C (1.86, -2.08, -5.64)  -0.603
O (2.49, -2.92, -4.71)  -0.546
C (1.81, -4.04, -4.28)  0.772
C (2.54, -4.91, -3.48)  -0.583
C (1.95, -6.06, -2.98)  -0.353
C (0.62, -6.33, -3.27)  -0.517
C (-0.11, -5.46, -4.06)  -0.693
C (0.48, -4.31, -4.57)  -0.235
H (-0.11, -3.64, -5.17)  0.375
H (-1.14, -5.66, -4.29)  0.367
H (0.15, -7.23, -2.89)  0.382
H (2.52, -6.73, -2.37)  0.374
H (3.57, -4.68, -3.27)  0.404
H (2.64, -1.38, -5.99)  0.351
H (1.48, -2.63, -6.51)  0.414

Results
total charge: 0
SMILES: O=C(COc1ccccc1)Nc1nc(-c2ccc(S(=O)(=O)N3CCOCC3)cc2)cs1

| no. | E (Ha) | HOMO level (Ha) | F_max (eV/A) |
| --- | --- | --- | --- |
| 1 | -1924.007008 | -0.304 | 1.06 |
| 2 | -1202.734936 | -0.282 | 1.30 |
| 3 | -2149.684927 | -0.311 | 1.09 |